This record from OMol25 describes a 2-piece molecular cluster, C14H29INO2S overall. The level of theory is the ωB97M-V functional and the def2-TZVPD basis.

The calculation puts the LUMO energy at -4.85 eV. The total energy comes out at -39496.26020 eV.

```
! wB97M-V def2-TZVPD RIJCOSX def2/J DEFGRID3
* xyz 1 1
C -6.560 -2.469 -2.218
C -5.760 -1.911 -0.898
S -4.126 -2.891 -0.825
C -2.929 -1.690 -0.027
C -1.767 -1.101 -1.025
C -2.109 -1.228 -2.656
C -3.119 0.059 -2.807
N -2.741 0.970 -1.813
C -1.525 0.515 -1.030
C -1.069 1.306 0.328
I 0.675 2.567 -0.261
C -0.758 0.345 1.619
C -0.240 1.238 2.936
H -6.995 -3.534 -1.925
H -7.418 -1.692 -2.447
H -5.763 -2.560 -3.083
H -6.335 -2.054 0.115
H -5.451 -0.773 -1.065
H -2.368 -2.158 0.911
H -3.553 -0.743 0.347
H -0.700 -1.635 -0.997
H -1.245 -0.923 -3.412
H -2.417 -2.278 -3.073
H -4.027 0.225 -3.564
H -3.293 1.861 -1.739
H -0.613 0.708 -1.773
H -1.962 2.019 0.646
H 0.042 -0.469 1.353
H -1.745 -0.201 2.010
H -1.128 1.935 3.320
H 0.019 0.473 3.812
H 0.739 1.842 2.721
C 4.739 2.616 0.589
O 4.289 1.703 1.586
C 4.019 0.401 1.058
C 5.215 -0.545 1.230
O 6.360 -0.092 0.505
C 7.252 0.675 1.301
H 5.266 3.434 1.089
H 5.422 2.155 -0.128
H 3.878 3.026 0.052
H 3.714 0.470 0.007
H 3.173 -0.004 1.623
H 4.943 -1.525 0.817
H 5.465 -0.685 2.287
H 7.900 -0.001 1.867
H 6.734 1.335 1.999
H 7.872 1.282 0.641
*
```

---

This record from OMol25 describes one molecule with the formula C5H4N2O. The level of theory is the ωB97M-V functional and the def2-TZVPD basis.

The calculation puts the LUMO energy at 0.92 eV. The energy above the lowest of the compared OMol25 structures with the same formula, charge and spin is 382.9 kJ/mol. As for the structure (SMILES): c1cc2ocnn2c1. The total energy comes out at -10272.79431 eV.

```
! wB97M-V def2-TZVPD RIJCOSX def2/J DEFGRID3
* xyz 0 1
C -0.773 -0.546 -1.525
C 0.389 0.148 -1.482
C 0.875 0.187 -0.091
C 0.670 0.957 1.916
C -1.256 -0.584 -0.219
H -1.256 -0.999 -2.462
H 1.068 -0.023 -2.175
H 1.489 1.186 2.725
H -2.099 -1.205 0.134
N -0.403 0.426 1.776
N -0.273 -0.209 0.575
O 1.568 0.663 0.826
*
```

---

This record from OMol25 describes C3H3Br3O as an isolated structure. The level of theory is the ωB97M-V functional and the def2-TZVPD basis.

The calculation puts the LUMO energy at 0.20 eV. The energy above the lowest of the compared OMol25 structures with the same formula, charge and spin is 28.3 kJ/mol. The total energy comes out at -215333.09224 eV.

```
! wB97M-V def2-TZVPD RIJCOSX def2/J DEFGRID3
* xyz 0 1
C -0.654 0.321 -0.123
C 0.420 1.292 -0.539
C -0.068 -1.252 0.634
O -1.832 0.466 -0.099
Br -1.702 -2.287 0.799
Br 1.035 -2.166 -0.694
Br 0.813 -1.105 2.262
H 0.836 1.135 -1.631
H 1.320 1.354 0.093
H -0.167 2.243 -0.702
*
```

---

This record from OMol25 describes a 2-piece molecular cluster, C5H10N3 overall. The level of theory is the ωB97M-V functional and the def2-TZVPD basis.

The calculation puts the LUMO energy (spin up / spin down) at -5.55 / -5.55 eV. The energy above the lowest of the compared OMol25 structures with the same formula, charge and spin is 508.0 kJ/mol. The total energy comes out at -9806.48348 eV.

```
! wB97M-V def2-TZVPD RIJCOSX def2/J DEFGRID3
* xyz 1 1
C 2.963 -0.020 -0.038
C 1.759 -0.628 0.088
C 1.381 1.440 -0.558
C -1.507 -1.311 0.946
C -1.220 0.096 0.499
N 2.701 1.312 -0.449
N 0.824 0.306 -0.163
N -1.715 0.415 -0.917
H 3.993 -0.317 -0.033
H 1.422 -1.459 0.619
H 0.840 2.390 -0.519
H -0.993 -1.405 1.840
H -1.108 -1.927 0.170
H -2.619 -1.453 1.025
H -1.408 1.038 1.070
H -0.846 0.859 -1.326
H -2.030 -0.502 -1.264
H -2.437 1.167 -0.990
*
```

---

no.,largest force on an atom (eV/Å)
1,4.89
2,9.12
3,3.32
4,5.49